Below is a cluster of 2 separate species, C4H7ClO2 in total at a distorted geometry, with properties calculated with ωB97M-V/def2-TZVPD.

Output
LUMO energy   -0.03638 Ha
E_HOMO   -9.00 eV
ΔE to the lowest compared entry with this formula, charge and spin   633.5 kJ/mol
E   -767.03254 Eh
HOMO-LUMO gap   8.006 eV

Cartesian coordinates (Å):
Cl: 3.0491 -0.3225 -0.0320
O: 0.0653 1.4966 -0.5384
O: -0.7242 -1.3795 0.3456
C: -1.6570 -0.6522 -0.4535
C: 0.3382 -0.6103 0.3137
C: 0.1333 0.7899 0.9068
C: 1.4442 -1.1364 -0.1652
H: 1.4493 -2.0320 -0.8689
H: -1.2846 -0.5148 -1.4531
H: 1.0391 1.1570 1.5186
H: -2.6147 -1.0953 -0.0590
H: -1.6923 0.4811 -0.1024
H: -0.7387 1.2471 1.4982
H: 1.1932 2.5714 -0.9105

The net atomic charges from Löwdin, expressed in e, are: number 1, Cl, carries 0.529; number 2, O, carries -0.318; number 3, O, carries -0.083; number 4, C, carries -0.067; number 5, C, carries -0.514; number 6, C, carries -0.126; number 7, C, carries -0.421; number 8, H, carries 0.112; number 9, H, carries 0.095; number 10, H, carries 0.113; number 11, H, carries 0.123; number 12, H, carries 0.100; number 13, H, carries 0.134; number 14, H, carries 0.323

Below is a structure of composition C4H7ClS at a distorted geometry, with properties calculated with ωB97M-V/def2-TZVPD.

Output
LUMO energy   0.01882 Ha
E_HOMO   -8.45 eV
ΔE to the lowest compared entry with this formula, charge and spin   593.3 kJ/mol
E   -1014.74291 Eh
HOMO-LUMO gap   8.966 eV

Cartesian coordinates (Å):
Cl: 2.1089 -0.0298 -0.1954
S: -1.2313 -0.6885 -0.5478
C: -0.5527 -1.8636 0.6742
C: 0.6314 0.8059 0.3253
C: -0.6183 0.6473 0.1985
C: -1.2878 2.0125 0.1741
H: 1.0634 1.7709 0.9104
H: 0.8097 -1.4687 1.1714
H: -2.4945 1.7624 0.4543
H: -1.5863 -1.9918 1.6540
H: -0.6915 -3.0894 -0.0045
H: -1.6645 2.2129 -0.8939
H: -0.6218 2.7128 0.5624

The net atomic charges from Löwdin, expressed in e, are: number 1, Cl, carries 0.581; number 2, S, carries 0.793; number 3, C, carries -0.507; number 4, C, carries -0.652; number 5, C, carries -0.861; number 6, C, carries -0.105; number 7, H, carries 0.120; number 8, H, carries 0.128; number 9, H, carries 0.139; number 10, H, carries 0.119; number 11, H, carries 0.113; number 12, H, carries 0.094; number 13, H, carries 0.036

Below is the molecule C4H7ClS at a distorted geometry, with properties calculated with ωB97M-V/def2-TZVPD.

Output
LUMO energy   -0.01128 Ha
SMILES   C[C@H](C=S)CCl
E_HOMO   -8.88 eV
ΔE to the lowest compared entry with this formula, charge and spin   48.9 kJ/mol
E   -1014.95024 Eh
HOMO-LUMO gap   8.570 eV

Cartesian coordinates (Å):
Cl: -2.3388 -0.6019 0.0488
S: 2.2095 -0.8880 -0.2059
C: -1.0553 0.4268 -0.5925
C: 0.8707 -0.4169 0.5749
C: 0.7664 2.0056 0.0544
C: 0.0145 0.7423 0.3625
H: 0.1702 2.8577 0.3015
H: 1.7319 1.9888 0.4428
H: -1.5394 1.3274 -0.9479
H: -0.3915 0.8934 1.3834
H: -0.6067 -0.0141 -1.4268
H: 0.4492 -1.1574 1.3026
H: 1.0153 1.9979 -0.9873

The net atomic charges from Löwdin, expressed in e, are: number 1, Cl, carries 0.597; number 2, S, carries 0.713; number 3, C, carries -0.589; number 4, C, carries -0.654; number 5, C, carries -0.071; number 6, C, carries -0.575; number 7, H, carries 0.086; number 8, H, carries 0.054; number 9, H, carries 0.085; number 10, H, carries 0.141; number 11, H, carries 0.067; number 12, H, carries 0.069; number 13, H, carries 0.078

Below is a structure of composition C4H7CuO2 at a distorted geometry, with properties calculated with ωB97M-V/def2-TZVPD.

Output
LUMO energy (alpha / beta)   0.13325 / 0.13315 Ha
2S+1   2
Net charge   -1
E_HOMO (alpha / beta)   -1.42 / -3.63 eV
<S²>   0.754
ΔE to the lowest compared entry with this formula, charge and spin   0.0 kJ/mol
E   -1947.50133 Eh
HOMO-LUMO gap (alpha / beta)   5.043 / 7.255 eV

Cartesian coordinates (Å):
Cu: -0.8485 -2.7353 -2.5178
O: -0.5230 -1.8903 -0.7426
O: -1.0701 -0.2951 1.6672
C: -0.8481 0.4089 0.4511
C: 1.1755 -0.0878 -0.2382
C: -0.2213 -0.5934 -0.6976
C: 0.5107 1.1333 0.4375
H: -1.7331 1.0192 0.1962
H: -0.4530 -0.0423 -1.6468
H: -0.8998 0.3009 2.4027
H: 0.9034 1.4198 1.4262
H: 1.6047 -0.7715 0.5090
H: 1.9112 0.1164 -1.0308
H: 0.4914 2.0172 -0.2162

The net atomic charges from Löwdin, expressed in e, are: number 1, Cu, carries -0.072; number 2, O, carries -0.391; number 3, O, carries -0.053; number 4, C, carries -0.320; number 5, C, carries -0.150; number 6, C, carries -0.523; number 7, C, carries -0.168; number 8, H, carries 0.119; number 9, H, carries 0.110; number 10, H, carries 0.068; number 11, H, carries 0.092; number 12, H, carries 0.104; number 13, H, carries 0.089; number 14, H, carries 0.095

Below is a structure of composition C4H7CuO2 at a distorted geometry, with properties calculated with ωB97M-V/def2-TZVPD.

Output
LUMO energy (alpha / beta)   -0.15616 / -0.20876 Ha
2S+1   2
Net charge   +1
E_HOMO (alpha / beta)   -13.03 / -13.03 eV
<S²>   0.756
ΔE to the lowest compared entry with this formula, charge and spin   191.5 kJ/mol
E   -1947.09852 Eh
HOMO-LUMO gap (alpha / beta)   8.778 / 7.349 eV

Cartesian coordinates (Å):
Cu: -0.2246 1.6271 -0.1805
O: -1.9382 1.2243 0.0114
O: 2.6660 1.4403 -0.1671
C: 0.9114 -0.1589 -0.1479
C: 2.0552 0.3866 -0.7290
C: -1.8405 -1.1357 -0.0665
C: -2.5117 0.0591 0.1080
H: 0.7444 -0.5159 -1.3165
H: 2.5073 0.0012 -1.6457
H: -1.5229 -1.3531 -1.0943
H: -2.1710 -1.9691 0.5587
H: 0.9861 -0.3987 0.9192
H: 2.9949 2.0782 -0.8116
H: -3.6072 0.0658 -0.0172

The net atomic charges from Löwdin, expressed in e, are: number 1, Cu, carries 0.569; number 2, O, carries -0.103; number 3, O, carries 0.035; number 4, C, carries -0.084; number 5, C, carries -0.244; number 6, C, carries 0.106; number 7, C, carries -0.178; number 8, H, carries 0.145; number 9, H, carries 0.137; number 10, H, carries 0.108; number 11, H, carries 0.103; number 12, H, carries 0.117; number 13, H, carries 0.132; number 14, H, carries 0.158

Below is the molecule C4H7F at a distorted geometry, with properties calculated with ωB97M-V/def2-TZVPD.

Output
LUMO energy   0.03864 Ha
SMILES   C/C=C/CF
E_HOMO   -9.39 eV
ΔE to the lowest compared entry with this formula, charge and spin   332.9 kJ/mol
E   -256.31706 Eh
HOMO-LUMO gap   10.439 eV

Cartesian coordinates (Å):
F: -1.9746 -0.7888 0.1951
C: 2.5245 -0.3348 -0.0608
C: 1.1570 0.4657 0.2533
C: -0.1307 0.2819 -0.3348
C: -1.5072 0.5474 -0.1162
H: -1.5528 1.2596 0.8364
H: 2.5731 -0.9430 1.0299
H: 2.4048 -0.9404 -0.7636
H: -0.1479 -0.4881 -0.9941
H: 1.2252 1.1416 1.1644
H: 3.3904 0.2219 -0.5708
H: -2.3826 1.0859 -0.9074

The net atomic charges from Löwdin, expressed in e, are: number 1, F, carries -0.108; number 2, C, carries -0.077; number 3, C, carries -0.080; number 4, C, carries -0.158; number 5, C, carries -0.229; number 6, H, carries 0.130; number 7, H, carries 0.148; number 8, H, carries -0.062; number 9, H, carries 0.057; number 10, H, carries 0.095; number 11, H, carries 0.098; number 12, H, carries 0.185

What did the sixth record say?
Below is the molecule C4H7F at a distorted geometry, with properties calculated with ωB97M-V/def2-TZVPD.

Output
LUMO energy   0.03864 Ha
SMILES   C/C=C/CF
E_HOMO   -9.39 eV
ΔE to the lowest compared entry with this formula, charge and spin   332.9 kJ/mol
E   -256.31706 Eh
HOMO-LUMO gap   10.439 eV

Cartesian coordinates (Å):
F: -1.9746 -0.7888 0.1951
C: 2.5245 -0.3348 -0.0608
C: 1.1570 0.4657 0.2533
C: -0.1307 0.2819 -0.3348
C: -1.5072 0.5474 -0.1162
H: -1.5528 1.2596 0.8364
H: 2.5731 -0.9430 1.0299
H: 2.4048 -0.9404 -0.7636
H: -0.1479 -0.4881 -0.9941
H: 1.2252 1.1416 1.1644
H: 3.3904 0.2219 -0.5708
H: -2.3826 1.0859 -0.9074

The net atomic charges from Löwdin, expressed in e, are: number 1, F, carries -0.108; number 2, C, carries -0.077; number 3, C, carries -0.080; number 4, C, carries -0.158; number 5, C, carries -0.229; number 6, H, carries 0.130; number 7, H, carries 0.148; number 8, H, carries -0.062; number 9, H, carries 0.057; number 10, H, carries 0.095; number 11, H, carries 0.098; number 12, H, carries 0.185

Repeat the fifth record exactly.
Below is a structure of composition C4H7CuO2 at a distorted geometry, with properties calculated with ωB97M-V/def2-TZVPD.

Output
LUMO energy (alpha / beta)   -0.15616 / -0.20876 Ha
2S+1   2
Net charge   +1
E_HOMO (alpha / beta)   -13.03 / -13.03 eV
<S²>   0.756
ΔE to the lowest compared entry with this formula, charge and spin   191.5 kJ/mol
E   -1947.09852 Eh
HOMO-LUMO gap (alpha / beta)   8.778 / 7.349 eV

Cartesian coordinates (Å):
Cu: -0.2246 1.6271 -0.1805
O: -1.9382 1.2243 0.0114
O: 2.6660 1.4403 -0.1671
C: 0.9114 -0.1589 -0.1479
C: 2.0552 0.3866 -0.7290
C: -1.8405 -1.1357 -0.0665
C: -2.5117 0.0591 0.1080
H: 0.7444 -0.5159 -1.3165
H: 2.5073 0.0012 -1.6457
H: -1.5229 -1.3531 -1.0943
H: -2.1710 -1.9691 0.5587
H: 0.9861 -0.3987 0.9192
H: 2.9949 2.0782 -0.8116
H: -3.6072 0.0658 -0.0172

The net atomic charges from Löwdin, expressed in e, are: number 1, Cu, carries 0.569; number 2, O, carries -0.103; number 3, O, carries 0.035; number 4, C, carries -0.084; number 5, C, carries -0.244; number 6, C, carries 0.106; number 7, C, carries -0.178; number 8, H, carries 0.145; number 9, H, carries 0.137; number 10, H, carries 0.108; number 11, H, carries 0.103; number 12, H, carries 0.117; number 13, H, carries 0.132; number 14, H, carries 0.158

Question: ΔE to the lowest compared entry with this formula, charge and spin of number 6 (C4H7F)?
Answer: 332.9 kJ/mol